[1]
Here is C37H40NOP3W as an isolated structure from the Open Molecules 2025 dataset. Energies are from the ωB97M-V functional and the def2-TZVPD basis.

Last column: Mulliken charge in e.
CARTESIAN COORDINATES (ANGSTROEM)
C 5.01001 -0.79084 -2.48214  -0.897
C 4.00831 0.18025 -2.64262  0.495
C 2.86376 -0.17305 -3.43155  0.264
C 2.64925 -1.48760 -3.92967  0.537
C 3.79625 -2.28559 -3.94684  -1.097
C 4.93822 -1.98624 -3.19957  -0.657
C 1.33117 -1.94414 -4.49245  -1.136
C 0.56962 -0.72445 -4.94342  0.879
C 0.77813 0.57923 -4.43024  0.502
C -0.26493 1.54753 -4.42180  0.101
C -1.40540 1.29318 -5.20347  -0.663
C -1.51457 0.08474 -5.92404  -0.610
C -0.52192 -0.87634 -5.80245  -1.028
H 5.83824 -0.61151 -1.78670  0.524
H 3.78940 -3.15302 -4.60101  0.458
H 5.78014 -2.69276 -3.16904  0.423
H 1.52934 -2.60307 -5.37839  0.674
H -2.20459 2.04127 -5.24235  0.458
H -2.40102 -0.08217 -6.56455  0.417
H -0.59674 -1.82828 -6.32525  0.463
N 1.88889 0.85288 -3.61436  -0.372
W 1.31757 0.45919 -1.73770  0.613
C 3.74744 1.24152 -1.61740  -1.559
H 3.23161 2.11763 -2.05434  0.592
H 4.62679 1.55947 -1.03902  0.712
C -0.18752 2.65462 -3.37763  -0.993
H 0.76856 3.21034 -3.42410  0.340
H -1.02107 3.37104 -3.47247  0.607
P 2.78701 0.68269 -0.03303  1.112
P -0.36422 1.94731 -1.68273  0.952
C -2.10052 1.43358 -1.57642  -1.188
H -2.30986 1.09541 -0.54714  0.089
H -2.76407 2.28171 -1.82295  0.577
H -2.30529 0.61368 -2.28371  0.385
C -0.23236 3.33030 -0.54439  -1.203
H -1.01869 4.06765 -0.78698  0.494
H -0.37801 2.94812 0.48259  0.197
H 0.75635 3.80892 -0.64358  0.334
C 3.71533 -0.62147 0.76807  -0.911
H 4.67272 -0.23192 1.13342  0.448
H 3.10795 -0.99463 1.60266  0.239
H 3.88857 -1.43973 0.06144  0.313
C 2.69752 2.11660 1.05741  -1.317
H 1.83690 1.98492 1.71686  0.234
H 3.61551 2.17902 1.63925  0.561
H 2.56327 3.03552 0.48742  0.446
H 0.73089 -2.62333 -3.89567  0.445
H 1.02779 -0.43849 -0.30779  -0.058
O -0.94395 0.85667 1.50768  -0.194
P -1.55689 -0.08190 2.51477  1.025
C -2.04676 -1.65392 1.77947  0.212
C -2.44586 -2.74120 2.57260  -0.287
C -2.82303 -3.94497 1.97991  -0.763
C -2.79917 -4.09264 0.58996  -0.608
C -2.37950 -3.01585 -0.20138  -0.730
C -1.99533 -1.81234 0.38417  0.151
C -0.37857 -0.48229 3.83411  0.492
C -0.78723 -0.98305 5.07949  -0.592
C 0.16159 -1.26593 6.06863  -0.762
C 1.52018 -1.03945 5.83549  -0.593
C 1.93325 -0.54956 4.58959  -0.267
C 0.99181 -0.29025 3.58890  0.092
C -2.98917 0.72834 3.23140  0.347
C -2.76808 1.94814 3.89187  -0.526
C -3.84854 2.63900 4.43230  -0.642
C -5.14217 2.11102 4.31781  -0.488
C -5.35835 0.88514 3.67567  -0.703
C -4.27920 0.18893 3.12333  -0.346
H -2.46257 -2.65311 3.65120  0.322
H -3.12917 -4.78093 2.59818  0.430
H -3.07777 -5.03791 0.12537  0.407
H -2.35004 -3.12891 -1.29615  0.412
H -1.65116 -0.97728 -0.24956  0.121
H -1.84583 -1.12519 5.29350  0.411
H -0.17053 -1.63875 7.03398  0.419
H 2.25432 -1.23540 6.61592  0.400
H 2.99260 -0.35366 4.40263  0.417
H 1.30835 0.09420 2.61264  -0.318
H -1.74996 2.34898 3.97832  0.358
H -3.67715 3.59513 4.92914  0.412
H -5.98390 2.65733 4.73439  0.409
H -6.36267 0.47022 3.58709  0.419
H -4.43125 -0.76829 2.61742  0.367

Cartesian forces (eV/Å) of the 6 atoms listed first:
-0.229 0.441 0.131
-0.578 -1.981 0.828
-0.481 -0.366 -0.617
1.225 0.386 0.472
0.154 -0.380 0.082
0.128 0.102 -0.393

As for the highest occupied orbital energy (alpha / beta): -13.37 / -13.38 eV. The LUMO energy (alpha / beta) comes out at -7.69 / -7.59 eV. As for the multiplicity: 3. As for the expectation value of S²: 2.0598. The charge is +2.



[2]
Here is C37H40O2P2W as an isolated structure from the Open Molecules 2025 dataset. Energies are from the ωB97M-V functional and the def2-TZVPD basis.

Last column: Mulliken charge in e.
CARTESIAN COORDINATES (ANGSTROEM)
W 0.58189 0.40856 2.88112  1.261
C 0.96181 2.66128 4.59280  0.467
C 0.90893 2.46536 3.10134  -0.632
C 2.19480 2.83914 2.34579  -1.729
C 2.89634 1.62854 1.71756  -0.967
C 2.62849 0.34763 2.48617  -1.348
C 2.49501 0.41876 3.95747  0.090
C 3.23888 1.51475 4.74888  -1.165
C 2.38004 2.71456 5.19346  -1.253
C 0.07970 -1.09570 4.16037  -1.392
H 0.36060 3.54855 4.87231  0.702
H -0.02464 2.90315 2.73104  0.777
H 2.92570 3.38360 2.97347  0.359
H 1.92201 3.63923 1.61206  0.645
H 2.62782 1.54441 0.65420  0.365
H 3.99075 1.81716 1.66778  0.540
H 2.84078 -0.63668 2.02226  0.695
H 2.56259 -0.54284 4.47723  1.021
H 4.13744 1.84677 4.18455  0.355
H 3.65104 1.02422 5.65795  0.391
H 2.31875 2.76110 6.29374  0.513
H 2.83729 3.67983 4.92216  0.480
H -0.82952 -0.83283 4.72815  0.464
H 0.81386 -1.55307 4.83052  0.362
H -0.21667 -1.87358 3.42371  0.545
P -2.21722 0.20986 -2.31464  0.388
P -0.47170 -2.23947 -2.14079  0.225
C -0.61327 0.25036 -3.18490  -0.657
C 0.09751 -0.89965 -3.22259  -0.692
C -3.32443 0.79410 -3.70316  0.363
C -2.86514 1.53604 -4.80019  0.106
C -3.76652 1.97936 -5.78406  -0.712
C -5.12446 1.65983 -5.68949  -0.457
C -5.58685 0.92698 -4.58621  -0.643
C -4.69507 0.49214 -3.60504  -0.426
C -2.02402 1.75191 -1.36304  0.521
C -0.94754 1.71778 -0.45792  -0.173
C -0.52426 2.89649 0.11846  -0.374
C -1.34477 4.03446 0.07724  -0.346
C -2.45514 4.04814 -0.78070  -0.841
C -2.75980 2.92969 -1.55478  -0.508
C -0.61705 -3.50462 -3.55982  0.386
C -1.56606 -3.27050 -4.56644  -0.116
C -1.63611 -4.09841 -5.68708  -0.723
C -0.78152 -5.20031 -5.79250  -0.402
C 0.14509 -5.47239 -4.78336  -0.715
C 0.23099 -4.62034 -3.66595  -0.298
C 1.05195 -2.82426 -1.33212  0.513
C 0.88785 -3.83469 -0.35992  -0.443
C 2.00147 -4.36319 0.28750  -0.763
C 3.28219 -3.87057 -0.01368  -0.500
C 3.43379 -2.83681 -0.94136  -0.764
C 2.31858 -2.29189 -1.58491  -0.086
H -0.27561 1.19956 -3.61824  0.734
H 0.91754 -1.10534 -3.91799  0.808
H -1.81224 1.78059 -4.89149  0.300
H -3.39980 2.56842 -6.62174  0.416
H -5.81827 1.97509 -6.47088  0.401
H -6.64948 0.69156 -4.49920  0.403
H -5.05454 -0.07630 -2.74601  0.399
H -0.43196 0.76710 -0.25982  0.160
H 0.45201 2.94533 0.61908  0.179
H -1.11215 4.88747 0.71281  0.442
H -3.06900 4.94171 -0.86559  0.414
H -3.54323 2.98711 -2.31532  0.410
H -2.23750 -2.40697 -4.47677  0.316
H -2.35701 -3.87719 -6.48384  0.400
H -0.83543 -5.85040 -6.67203  0.378
H 0.81466 -6.32796 -4.85043  0.407
H 0.97218 -4.80729 -2.89612  0.313
H -0.11315 -4.21925 -0.14099  0.433
H 1.87944 -5.17534 1.00059  0.496
H 4.15680 -4.30499 0.46881  0.443
H 4.42670 -2.46400 -1.18993  0.438
H 2.43944 -1.48073 -2.30547  0.430
C 0.57106 0.81481 7.43656  -0.848
O 1.01866 0.74722 6.09046  -0.139
C 0.24409 1.37939 5.11940  0.116
O -1.00134 1.44573 5.17868  -0.554
H -0.26918 0.13378 7.56480  0.279
H 0.27549 1.83747 7.72093  0.351
H 1.39962 0.48147 8.06511  0.271

Cartesian forces (eV/Å) of the 6 atoms listed first:
0.884 0.763 0.487
0.625 -0.369 0.216
0.747 -0.166 0.255
-0.227 1.612 -0.616
1.108 0.184 -0.920
-0.662 -0.610 0.418

As for the highest occupied orbital energy (alpha / beta): -13.55 / -13.65 eV. The LUMO energy (alpha / beta) comes out at -6.95 / -8.53 eV. As for the multiplicity: 3. As for the expectation value of S²: 2.0235. The charge is +2.



Energy above the lowest of the compared OMol25 structures with the same formula, charge and spin
In order: 0.321, 0.069
Unit: eV